C30H24IrN2OP as an isolated structure at a distorted geometry, computed with ωB97M-V/def2-TZVPD.

CARTESIAN COORDINATES (ANGSTROEM)
Ir (-1.447, -0.523, 0.390)
O (-3.495, -1.776, -1.279)
N (-2.155, -1.942, -0.901)
C (-1.519, -2.830, -1.584)
C (-0.109, -3.145, -1.456)
C (0.247, -4.395, -1.959)
C (1.552, -4.863, -1.868)
C (2.524, -4.056, -1.314)
C (2.200, -2.782, -0.839)
C (0.893, -2.316, -0.881)
P (0.634, -0.557, -0.537)
C (1.701, 0.085, 0.723)
C (1.876, 1.474, 0.780)
C (2.605, 2.026, 1.818)
C (3.151, 1.206, 2.802)
C (2.957, -0.169, 2.762)
C (2.226, -0.736, 1.730)
C (0.770, 0.311, -2.087)
C (1.986, 0.925, -2.397)
C (2.166, 1.492, -3.651)
C (1.147, 1.442, -4.591)
C (-0.055, 0.812, -4.292)
C (-0.246, 0.244, -3.044)
H (-4.039, -2.296, -0.666)
H (-2.122, -3.422, -2.270)
H (-0.511, -5.017, -2.420)
H (1.802, -5.843, -2.251)
H (3.552, -4.392, -1.267)
H (2.996, -2.153, -0.468)
H (1.456, 2.117, 0.015)
H (2.760, 3.096, 1.856)
H (3.735, 1.642, 3.601)
H (3.387, -0.799, 3.528)
H (2.084, -1.807, 1.709)
H (2.794, 0.959, -1.677)
H (3.107, 1.968, -3.893)
H (1.292, 1.888, -5.566)
H (-0.838, 0.759, -5.037)
H (-1.174, -0.272, -2.837)
C (-0.728, -0.186, 4.622)
C (-1.316, 1.030, 4.937)
C (-1.863, 1.805, 3.922)
C (-1.806, 1.335, 2.626)
N (-1.238, 0.148, 2.330)
C (-0.706, -0.596, 3.294)
C (-2.286, 1.987, 1.427)
C (-2.847, 3.222, 1.362)
C (-3.205, 3.754, 0.100)
C (-2.981, 3.038, -1.120)
C (-2.411, 1.812, -1.092)
C (-2.064, 1.234, 0.182)
H (-0.298, -0.818, 5.387)
H (-1.349, 1.373, 5.962)
H (-2.323, 2.759, 4.144)
H (-0.274, -1.544, 2.995)
H (-3.013, 3.807, 2.256)
H (-3.655, 4.740, 0.059)
H (-3.270, 3.475, -2.066)
H (-2.260, 1.270, -2.007)

The expectation value of S² is 0.782. For the HOMO-LUMO gap (spin up / spin down), the calculation gives 7.0 / 5.4 eV. Its spin multiplicity is 2. The HOMO energy (spin up / spin down) is -17.68 / -17.68 eV. The calculation puts the energy relative to the best compared isomer or geometry (same formula, charge and spin) at 0.913 eV. Its total charge is +3.

Results of the Mulliken charge analysis, in e, for atoms 1 through 6: 0.33 -0.39 -0.01 -0.01 0.73 -1.04

---

A 13-piece molecular cluster, C45H77F5N14O5PS3Si overall at a distorted geometry, computed with ωB97M-V/def2-TZVPD.

CARTESIAN COORDINATES (ANGSTROEM)
C (-9.166, 2.776, 0.229)
C (-7.835, 2.022, -0.038)
C (-7.429, 1.340, 1.283)
C (-5.930, 0.963, 1.370)
N (-5.187, 1.390, 2.546)
C (-5.021, 2.839, 2.705)
C (-3.764, 3.300, 1.903)
C (-2.546, 2.383, 2.203)
C (-1.323, 2.963, 1.464)
P (0.261, 1.909, 1.575)
O (-0.537, 0.843, 2.681)
N (0.927, 2.993, 2.919)
C (1.637, 4.143, 2.523)
C (3.106, 4.277, 2.925)
O (1.186, 5.043, 1.908)
C (0.270, 3.076, 4.145)
C (-0.604, 4.297, 4.529)
O (0.412, 2.308, 5.029)
Si (2.139, 0.597, 1.823)
C (3.559, 1.144, 0.683)
C (1.760, -1.283, 1.710)
C (2.873, 0.706, 3.584)
S (-0.320, 0.783, -0.272)
O (-0.794, 1.633, -1.375)
O (0.903, 0.201, -0.830)
C (-1.556, -0.604, -0.218)
F (-2.147, -0.953, 0.921)
F (-0.956, -1.718, -0.672)
C (-2.712, -0.370, -1.259)
F (-3.402, 0.714, -1.045)
F (-3.581, -1.386, -1.074)
F (-2.302, -0.485, -2.489)
C (-5.407, 0.675, 3.700)
S (-6.781, -0.053, 4.185)
S (-3.942, 0.521, 4.794)
C (-3.234, -1.081, 4.257)
C (-2.649, -1.780, 5.508)
C (-1.293, -1.102, 5.842)
H (-9.502, 3.353, -0.628)
H (-8.983, 3.406, 1.106)
H (-9.901, 2.037, 0.556)
H (-8.112, 1.220, -0.738)
H (-7.069, 2.679, -0.454)
H (-7.763, 1.907, 2.153)
H (-7.990, 0.403, 1.336)
H (-5.441, 1.437, 0.509)
H (-5.757, -0.106, 1.229)
H (-5.892, 3.425, 2.397)
H (-4.769, 3.025, 3.751)
H (-3.470, 4.296, 2.254)
H (-3.963, 3.322, 0.828)
H (-2.451, 2.362, 3.281)
H (-2.803, 1.426, 1.749)
H (-1.168, 3.980, 1.825)
H (-1.648, 3.091, 0.424)
H (0.951, 2.790, 0.641)
H (0.070, 0.404, 3.294)
H (3.471, 5.270, 2.673)
H (3.729, 3.549, 2.401)
H (3.214, 4.167, 4.009)
H (-1.602, 3.978, 4.816)
H (-0.597, 5.063, 3.748)
H (-0.126, 4.736, 5.407)
H (3.603, 0.487, -0.190)
H (4.526, 1.063, 1.191)
H (3.397, 2.169, 0.337)
H (0.720, -1.455, 2.011)
H (1.845, -1.653, 0.687)
H (2.400, -1.851, 2.393)
H (2.198, 0.235, 4.297)
H (3.093, 1.723, 3.904)
H (3.805, 0.129, 3.613)
H (-4.010, -1.667, 3.763)
H (-2.404, -0.865, 3.582)
H (-2.514, -2.841, 5.293)
H (-3.337, -1.608, 6.339)
H (-0.688, -1.088, 4.934)
H (-1.477, -0.062, 6.117)
H (-0.830, -1.665, 6.651)
C (-6.076, -0.955, -3.019)
C (-7.362, -0.276, -2.957)
N (-8.377, 0.258, -2.908)
H (-5.552, -0.720, -3.945)
H (-5.434, -0.659, -2.190)
H (-6.198, -2.037, -2.972)
C (6.935, -0.783, 2.775)
C (6.771, 0.446, 3.538)
N (6.654, 1.416, 4.139)
H (7.967, -0.924, 2.464)
H (6.651, -1.656, 3.361)
H (6.318, -0.781, 1.877)
C (10.265, -1.327, 4.935)
C (9.948, -2.177, 3.797)
N (9.697, -2.847, 2.899)
H (9.708, -1.632, 5.820)
H (11.326, -1.378, 5.178)
H (10.018, -0.286, 4.729)
C (-1.630, 0.601, -5.388)
C (-1.880, -0.234, -6.554)
N (-2.078, -0.897, -7.471)
H (-2.240, 0.295, -4.543)
H (-0.588, 0.545, -5.076)
H (-1.856, 1.647, -5.593)
C (-1.173, 1.784, -9.724)
C (-0.291, 2.473, -10.655)
N (0.416, 3.016, -11.377)
H (-1.067, 0.703, -9.803)
H (-0.951, 2.061, -8.693)
H (-2.218, 2.026, -9.912)
C (10.342, -6.249, 4.370)
C (11.114, -5.437, 5.297)
N (11.724, -4.797, 6.031)
H (10.989, -6.843, 3.726)
H (9.687, -6.942, 4.898)
H (9.717, -5.632, 3.725)
C (11.089, -8.098, 8.033)
C (10.768, -8.954, 6.898)
N (10.515, -9.620, 5.999)
H (10.535, -8.400, 8.921)
H (12.151, -8.144, 8.271)
H (10.842, -7.057, 7.824)
C (3.022, 2.697, -8.556)
C (2.074, 3.330, -7.651)
N (1.316, 3.826, -6.946)
H (3.902, 3.320, -8.711)
H (3.364, 1.739, -8.166)
H (2.573, 2.514, -9.533)
C (-0.177, 6.900, -5.985)
C (-1.456, 7.570, -5.795)
N (-2.463, 8.101, -5.647)
H (0.315, 7.238, -6.896)
H (0.499, 7.096, -5.153)
H (-0.300, 5.820, -6.059)
C (-3.947, -3.708, -8.707)
C (-4.196, -4.547, -9.870)
N (-4.392, -5.208, -10.787)
H (-4.560, -4.014, -7.861)
H (-2.905, -3.761, -8.394)
H (-4.171, -2.663, -8.915)
C (-7.413, -6.064, -12.089)
C (-7.658, -6.902, -13.253)
N (-7.851, -7.564, -14.171)
H (-8.030, -6.370, -11.244)
H (-6.372, -6.115, -11.770)
H (-7.639, -5.019, -12.298)
C (5.039, -3.121, 5.795)
C (3.865, -2.266, 5.693)
N (2.937, -1.597, 5.614)
H (5.782, -2.864, 5.042)
H (5.512, -3.023, 6.772)
H (4.776, -4.169, 5.657)

For the HOMO-LUMO gap, the calculation gives 6.4 eV. The HOMO energy is -5.25 eV. Its total charge is -1.

Results of the Mulliken charge analysis, in e, for atoms 1 through 6: -1.41 0.00 -1.05 -0.91 0.58 -1.04

---

What did the first record say?
C30H24IrN2OP as an isolated structure at a distorted geometry, computed with ωB97M-V/def2-TZVPD.

CARTESIAN COORDINATES (ANGSTROEM)
Ir (-1.447, -0.523, 0.390)
O (-3.495, -1.776, -1.279)
N (-2.155, -1.942, -0.901)
C (-1.519, -2.830, -1.584)
C (-0.109, -3.145, -1.456)
C (0.247, -4.395, -1.959)
C (1.552, -4.863, -1.868)
C (2.524, -4.056, -1.314)
C (2.200, -2.782, -0.839)
C (0.893, -2.316, -0.881)
P (0.634, -0.557, -0.537)
C (1.701, 0.085, 0.723)
C (1.876, 1.474, 0.780)
C (2.605, 2.026, 1.818)
C (3.151, 1.206, 2.802)
C (2.957, -0.169, 2.762)
C (2.226, -0.736, 1.730)
C (0.770, 0.311, -2.087)
C (1.986, 0.925, -2.397)
C (2.166, 1.492, -3.651)
C (1.147, 1.442, -4.591)
C (-0.055, 0.812, -4.292)
C (-0.246, 0.244, -3.044)
H (-4.039, -2.296, -0.666)
H (-2.122, -3.422, -2.270)
H (-0.511, -5.017, -2.420)
H (1.802, -5.843, -2.251)
H (3.552, -4.392, -1.267)
H (2.996, -2.153, -0.468)
H (1.456, 2.117, 0.015)
H (2.760, 3.096, 1.856)
H (3.735, 1.642, 3.601)
H (3.387, -0.799, 3.528)
H (2.084, -1.807, 1.709)
H (2.794, 0.959, -1.677)
H (3.107, 1.968, -3.893)
H (1.292, 1.888, -5.566)
H (-0.838, 0.759, -5.037)
H (-1.174, -0.272, -2.837)
C (-0.728, -0.186, 4.622)
C (-1.316, 1.030, 4.937)
C (-1.863, 1.805, 3.922)
C (-1.806, 1.335, 2.626)
N (-1.238, 0.148, 2.330)
C (-0.706, -0.596, 3.294)
C (-2.286, 1.987, 1.427)
C (-2.847, 3.222, 1.362)
C (-3.205, 3.754, 0.100)
C (-2.981, 3.038, -1.120)
C (-2.411, 1.812, -1.092)
C (-2.064, 1.234, 0.182)
H (-0.298, -0.818, 5.387)
H (-1.349, 1.373, 5.962)
H (-2.323, 2.759, 4.144)
H (-0.274, -1.544, 2.995)
H (-3.013, 3.807, 2.256)
H (-3.655, 4.740, 0.059)
H (-3.270, 3.475, -2.066)
H (-2.260, 1.270, -2.007)

The expectation value of S² is 0.782. For the HOMO-LUMO gap (spin up / spin down), the calculation gives 7.0 / 5.4 eV. Its spin multiplicity is 2. The HOMO energy (spin up / spin down) is -17.68 / -17.68 eV. The calculation puts the energy relative to the best compared isomer or geometry (same formula, charge and spin) at 0.913 eV. Its total charge is +3.

Results of the Mulliken charge analysis, in e, for atoms 1 through 6: 0.33 -0.39 -0.01 -0.01 0.73 -1.04

---

total charge of number 1 (C30H24IrN2OP)?
+3

---

total charge of number 1 (C30H24IrN2OP)?
+3

---

Which value of total charge does entry 1 give?
+3